# C20H15N7O3Pd

C20H15N7O3Pd as an isolated structure (ωB97M-V/def2-TZVPD, the Open Molecules 2025 dataset).

```
46
Properties=species:S:1:pos:R:3:forces:R:3
C 3.4473 0.7876 3.1001 -0.006 -0.009 0.016
H 4.1478 1.1352 3.8476 -0.001 0.014 -0.007
C 1.4271 -0.3272 2.4945 -0.012 -0.084 -0.066
C 2.3008 0.1052 3.4782 0.040 -0.001 -0.003
C -1.5169 -0.9875 -4.6253 0.020 0.028 -0.039
H 2.2857 1.3181 -3.1096 -0.003 0.003 0.016
N -1.1971 1.5058 1.4718 0.212 0.066 -0.181
Pd 0.2710 -0.2690 -0.5451 -0.201 -0.240 0.015
H 0.5256 -0.8764 2.7405 -0.017 0.033 -0.004
H -3.5614 0.3509 3.5017 -0.006 0.004 0.018
C -0.9694 2.5338 3.5781 0.073 0.014 -0.045
H 1.7434 -0.5680 -5.4201 0.005 0.004 -0.001
C -2.9986 -3.5927 -1.2114 0.018 0.037 0.075
C -3.5352 -2.4353 0.9143 0.127 -0.079 -0.122
H -2.2754 -0.6025 -2.6526 0.011 -0.041 0.013
N 1.6606 -0.1167 1.1997 -0.062 0.169 0.327
O -0.5183 -2.2393 0.1750 -0.020 0.242 -0.360
C -0.3681 -0.9813 -5.4064 -0.027 -0.017 -0.026
N 2.0143 0.1144 -1.4093 0.556 0.244 0.019
C 0.8303 -0.5892 -4.8413 -0.049 0.048 0.012
H -2.4751 -1.2784 -5.0305 0.005 -0.002 -0.003
C 0.8539 -0.2215 -3.5038 0.086 0.116 0.078
C -0.5467 2.3619 2.2779 -0.055 -0.051 0.073
N -3.1864 -4.3499 -2.0640 -0.011 0.001 -0.024
H 2.0845 -0.1003 4.5170 0.000 0.004 -0.001
H 2.9837 -0.2819 -3.2163 -0.010 -0.015 -0.005
C 3.0158 0.6704 -0.6490 -0.144 -0.126 -0.034
H 0.2816 2.8749 1.8135 0.007 0.015 0.023
H -0.4093 -1.2800 -6.4453 -0.005 0.001 0.004
H -2.4000 1.9369 5.0629 0.004 -0.005 0.002
O -0.8038 1.4132 0.2052 -0.312 0.191 -0.115
C 2.1153 0.2683 -2.8441 -0.062 -0.074 0.020
H -2.7156 0.1816 1.1411 -0.032 -0.050 0.004
C -2.7071 0.9343 3.1896 0.004 -0.029 -0.045
N -1.5846 -1.7839 -0.3821 -0.217 -0.589 0.476
C 2.7781 0.5239 0.8366 -0.073 -0.119 -0.200
C -2.2620 0.8053 1.8929 0.014 0.019 0.036
H 4.5769 1.5092 1.3906 0.004 -0.005 -0.002
C 3.6940 1.0009 1.7516 0.049 -0.033 0.060
H -0.4405 3.2336 4.2088 -0.015 -0.003 0.011
C -2.0567 1.8112 4.0456 -0.040 -0.015 0.049
O 4.0064 1.2100 -1.0875 0.026 0.031 -0.005
C -2.7275 -2.6441 -0.2180 0.234 0.361 -0.025
N -0.2490 -0.2518 -2.7457 -0.126 -0.232 -0.121
N -4.1283 -2.1900 1.8745 -0.032 0.074 0.028
C -1.4107 -0.6197 -3.3021 0.044 0.100 0.055
```
Forces are in eV/Å.

Computed properties:
Net charge = +1
ΔE to the lowest compared entry with this formula, charge and spin = 0.00 kcal per mole
2S+1 = 6
Frontier orbital gap (spin up / spin down) = 8.5660 / 6.4265 eV
Energy = -41022.582 eV